[1]
Entry from OMol25: C21H34CdN6P2S as an isolated structure (ωB97M-V/def2-TZVPD).

Lowest unoccupied orbital energy, eV: -6.00
Molar mass, g/mol: 577.0
Relative energy (zero: lowest compared OMol25 entry of this formula, charge and spin), kcal per mole: 4.42
Gap between HOMO and LUMO, eV: 8.14
Net charge: +2
HOMO level, Eh: -0.5195

Each line ends with the Mulliken charge.
Cartesian coordinates (Å):
Cd -1.209024 0.721153 0.793479  0.49
C -6.552740 -1.169273 2.958427  -1.23
C -5.611863 -0.047918 3.173797  0.84
N -5.685409 0.848351 4.100387  -0.70
N -4.609422 1.656852 3.897045  0.25
C -3.863990 1.292801 2.862764  0.42
S -2.501309 2.147071 2.292763  -0.52
N -4.487392 0.190017 2.386639  0.22
N -4.043647 -0.520354 1.277000  -0.67
H -7.334605 -1.110996 3.710806  0.35
H -6.048129 -2.131748 3.053871  0.33
H -7.012946 -1.112249 1.971078  0.32
H -4.454349 2.449851 4.502138  0.18
H -3.942566 -1.498661 1.527690  0.30
H -4.728975 -0.440357 0.531322  0.33
C -0.010718 -2.946827 0.722545  -1.34
P -0.260681 -1.404932 -0.189154  0.78
C 1.433033 -0.884505 -0.665434  0.66
N 2.237131 -1.877647 -0.963918  -0.32
C 3.461008 -1.588092 -1.455182  0.39
C 4.359550 -2.631303 -1.776999  -0.61
C 5.572334 -2.320664 -2.315436  -0.55
C 5.942030 -0.971922 -2.558526  -0.59
C 5.098814 0.054225 -2.252920  -0.63
C 3.837613 -0.235883 -1.683239  0.29
N 3.006057 0.770482 -1.338582  -0.28
C 1.840741 0.472371 -0.813633  -0.33
P 0.846937 1.904747 -0.236265  0.53
C 0.818333 3.016188 -1.665810  -1.47
C 1.816805 2.705914 1.126123  1.50
C 0.971643 3.880563 1.632838  -1.47
C 3.185459 3.215467 0.673378  -1.63
C 1.973961 1.660012 2.233899  -1.51
C -1.118471 -1.786698 -1.790529  1.51
C -2.545550 -2.229628 -1.455599  -1.54
C -0.398199 -2.888274 -2.569909  -1.73
C -1.156808 -0.495481 -2.612626  -1.46
H 0.621746 -3.613177 0.138649  0.41
H -0.968967 -3.422634 0.926123  0.41
H 0.485445 -2.730865 1.668108  0.45
H 4.056067 -3.652551 -1.591468  0.48
H 6.268734 -3.108674 -2.568169  0.43
H 6.911294 -0.763926 -2.991016  0.43
H 5.363316 1.088785 -2.424116  0.48
H 1.834313 3.158657 -2.032417  0.44
H 0.386311 3.975081 -1.382505  0.43
H 0.210486 2.579900 -2.457811  0.40
H 0.854788 4.656899 0.875828  0.34
H 1.474571 4.333199 2.488918  0.49
H -0.020518 3.566544 1.966715  0.14
H 3.101126 3.942037 -0.135185  0.38
H 3.836859 2.409317 0.345186  0.32
H 3.661864 3.718261 1.517392  0.50
H 1.004569 1.327619 2.624817  0.21
H 2.515660 2.100915 3.072208  0.49
H 2.539281 0.787733 1.899559  0.33
H -2.563336 -3.151087 -0.871516  0.39
H -3.086308 -2.422174 -2.383563  0.49
H -3.084139 -1.448871 -0.912345  0.14
H -0.347828 -3.820867 -2.007739  0.37
H 0.613442 -2.600772 -2.850571  0.37
H -0.958122 -3.086205 -3.486034  0.50
H -1.709418 0.303010 -2.103458  0.23
H -1.670655 -0.685370 -3.556428  0.54
H -0.155237 -0.133436 -2.853390  0.31

Atomic forces in eV per Å
0.0 0.0 0.0
0.0 0.0 0.0
0.0 0.0 0.0
0.0 0.0 0.0
0.0 0.0 0.0
0.0 0.0 0.0
0.0 0.0 0.1
0.0 0.0 0.0
0.0 0.0 0.0
0.0 0.0 0.0
0.0 0.0 0.0
0.0 0.0 0.0
0.0 0.0 0.0
0.0 0.0 0.0
0.0 0.0 0.0
0.0 0.0 0.0
0.0 0.0 0.0
0.0 0.0 0.0
0.0 0.0 0.0
0.0 0.1 0.0
0.0 0.0 0.0
0.0 0.0 0.0
0.0 0.0 0.0
0.0 0.0 0.0
0.0 -0.1 0.0
0.0 0.0 0.0
0.0 0.0 0.0
0.0 0.0 0.0
0.0 0.0 0.0
0.0 0.0 0.0
0.0 0.0 0.0
0.0 0.0 0.0
0.0 0.0 0.0
0.0 0.0 0.0
0.0 0.0 0.0
0.0 0.0 0.0
0.0 0.0 0.0
0.0 0.0 0.0
0.0 0.0 0.0
0.0 0.0 0.0
0.0 0.0 0.0
0.0 0.0 0.0
0.0 0.0 0.0
0.0 0.0 0.0
0.0 0.0 0.0
0.0 0.0 0.0
0.0 0.0 0.0
0.0 0.0 0.0
0.0 0.0 0.0
0.0 0.0 0.0
0.0 0.0 0.0
0.0 0.0 0.0
0.0 0.0 0.0
0.0 0.0 0.0
0.0 0.0 0.0
0.0 0.0 0.0
0.0 0.0 0.0
0.0 0.0 0.0
0.0 0.0 0.0
0.0 0.0 0.0
0.0 0.0 0.0
0.0 0.0 0.0
0.0 0.0 0.0
0.0 0.0 0.0
0.0 0.0 0.0


[2]
Entry from OMol25: a 3-piece molecular cluster, C21H34ClN4 overall (ωB97M-V/def2-TZVPD).

Lowest unoccupied orbital energy, eV: -3.18
Molar mass, g/mol: 378.0
Relative energy (zero: lowest compared OMol25 entry of this formula, charge and spin), kcal per mole: 0.00
Gap between HOMO and LUMO, eV: 9.67
Net charge: +1
HOMO level, Eh: -0.4721

Each line ends with the Mulliken charge.
Cartesian coordinates (Å):
C 2.411751 -3.706756 1.356591  -0.14
C 2.639390 -2.987710 0.431518  -0.87
C 3.077311 -1.957755 -0.406398  0.74
N 4.178753 -1.939957 -1.147964  -0.02
C 4.259203 -0.723059 -1.813054  -0.85
C 3.168717 -0.018561 -1.437779  0.26
C 2.894249 1.393447 -1.880763  -0.36
C 3.760112 2.380931 -1.085063  0.35
C 3.664102 3.787599 -1.607464  -1.38
Cl 3.306874 2.300489 0.646113  -0.17
N 2.418439 -0.800751 -0.580086  0.47
C 1.141878 -0.460617 0.029499  -0.84
C 0.034114 -0.216117 -1.022043  -0.79
C -0.850427 0.990449 -0.677543  1.41
C -2.191471 0.580291 -0.028491  -1.35
C -1.120051 1.826276 -1.932180  -1.87
H 2.137977 -4.398467 2.109369  0.46
H 4.862700 -2.675612 -1.215702  0.22
H 5.048878 -0.426476 -2.465104  0.51
H 3.131746 1.485782 -2.931820  0.68
H 1.845074 1.603378 -1.721343  -0.39
H 4.777664 2.018819 -1.151044  0.35
H 4.127377 4.449446 -0.882044  0.41
H 4.235596 3.899502 -2.520560  0.39
H 2.640919 4.125059 -1.717658  0.31
H 1.232373 0.428182 0.634546  0.22
H 0.823296 -1.267100 0.672619  0.32
H -0.578133 -1.106639 -1.104537  0.05
H 0.472172 -0.036954 -1.998013  0.57
H -0.345904 1.660830 0.012223  0.26
H -3.036267 0.858286 -0.644058  0.37
H -2.245045 -0.496256 0.108035  0.44
H -2.265456 1.034533 0.950955  0.09
H -2.008090 2.433929 -1.815299  0.48
H -1.250095 1.194930 -2.809065  0.41
H -0.299257 2.513344 -2.130876  0.30
C -0.124792 -5.592480 -1.436056  -1.02
C -1.120811 -5.639752 -0.283032  -0.36
C -2.489344 -5.072750 -0.667244  -0.51
C -2.387641 -3.651159 -0.995957  0.26
N -2.300734 -2.538469 -1.264608  -0.45
H 0.051141 -4.564574 -1.759042  0.21
H 0.833435 -6.014284 -1.130829  0.31
H -0.484751 -6.164720 -2.291927  0.36
H -0.725454 -5.080845 0.568234  0.23
H -1.243477 -6.672535 0.045913  0.33
H -3.189629 -5.192364 0.160593  0.27
H -2.905200 -5.617815 -1.515762  0.31
C -3.904376 2.500267 4.089287  -0.92
C -3.207383 3.839507 4.303229  -0.42
C -3.243775 4.736785 3.061585  -0.53
C -2.515529 4.153236 1.937475  0.31
N -1.951196 3.686527 1.053719  -0.39
H -3.415140 1.916910 3.307066  0.14
H -3.883402 1.910085 5.004879  0.33
H -4.948227 2.642490 3.805127  0.31
H -2.172255 3.669451 4.604560  0.29
H -3.693016 4.370651 5.122706  0.31
H -2.802671 5.707329 3.293638  0.29
H -4.276236 4.921806 2.760923  0.28

Atomic forces in eV per Å
-0.3 -0.4 -0.1
0.4 0.0 0.4
-0.6 0.4 -0.3
0.5 0.6 -0.6
-0.5 -0.7 0.8
0.0 0.7 -0.7
-0.1 -0.4 1.1
-0.3 -0.4 -0.6
0.3 0.4 0.6
0.0 0.0 0.1
0.9 -0.2 -0.1
-1.2 0.3 -0.5
0.3 0.2 0.3
-0.8 0.2 -0.3
0.6 -0.4 0.3
0.2 0.0 0.0
0.0 -0.2 0.3
-0.1 -0.2 0.1
0.3 -0.2 -0.2
0.0 0.0 -0.3
-0.2 0.3 -0.1
0.3 0.1 0.2
0.1 0.2 0.1
-0.1 -0.1 -0.4
-0.2 -0.1 -0.2
0.5 0.2 0.2
0.3 -0.3 0.2
0.0 -0.1 -0.2
0.3 -0.1 -0.2
0.2 0.0 0.2
-0.2 0.2 0.0
0.0 -0.1 0.0
-0.3 0.2 0.1
-0.1 0.1 0.1
-0.1 -0.1 -0.1
0.2 0.0 -0.1
0.1 0.0 0.1
0.3 -0.1 -0.1
0.1 -0.1 0.3
-0.2 -0.1 -0.1
0.0 -0.2 0.0
0.0 0.0 -0.1
0.0 0.0 0.0
0.0 0.0 0.0
-0.1 0.0 0.0
-0.1 0.0 0.0
0.0 0.1 0.0
0.0 0.1 -0.1
0.1 0.0 0.0
-0.1 -0.2 0.0
0.0 0.1 0.3
-0.1 0.1 -0.1
0.1 0.0 0.0
0.0 0.0 0.0
0.0 0.0 0.0
0.0 0.0 0.0
0.0 0.1 0.0
0.0 0.1 0.0
0.0 0.0 -0.1
0.0 0.0 -0.1